[1]
An isolated molecule of CH4N2S2, computed with ωB97M-V with the def2-TZVPD basis set.

XYZ file:
```
9
CH4N2S2 (ωB97M-V with the def2-TZVPD basis set)
S -2.54708 -0.45025 -0.04946
N -1.23222 0.60736 -0.23168
C -0.11219 -0.16192 -0.18053
N 1.08017 0.49063 0.20373
S 2.62778 -0.30334 -0.23725
H -3.71690 0.70658 -0.42408
H -0.05272 -1.37824 -0.08306
H 0.95054 1.49355 0.12968
H 3.00263 -1.00437 0.87265
```

The HOMO-LUMO gap is 0.314 Ha. The SMILES is S/N=C/NS. The LUMO energy comes out at 0.45 eV. The value obtained for the HOMO energy is -8.1 eV. The value obtained for the energy above the lowest of the compared OMol25 structures with the same formula, charge and spin is 3.003 eV.

Mulliken atomic charge list, values in e, 5 entries: atom 1 (S): -0.18, atom 2 (N): -0.37, atom 3 (C): 0.14, atom 4 (N): -0.30, atom 5 (S): -0.15

***

[2]
A cluster of 2 separate species, CH4N2Si in total, computed with ωB97M-V with the def2-TZVPD basis set.

XYZ file:
```
8
CH4N2Si (ωB97M-V with the def2-TZVPD basis set)
C 1.93728 0.09674 -0.02868
N 3.00074 -0.18187 0.26561
N 0.09008 0.91490 -0.26857
Si -1.05228 -0.32046 -0.06579
H 0.16974 1.84046 -0.01818
H -1.59917 -0.54625 1.25370
H -0.16376 -1.51365 -0.37898
H -2.38264 -0.28988 -0.75910
```

The HOMO-LUMO gap is 0.324 Ha. The LUMO energy comes out at -2.16 eV. The value obtained for the HOMO energy is -11.0 eV. The value obtained for the energy above the lowest of the compared OMol25 structures with the same formula, charge and spin is 4.152 eV.

Mulliken atomic charge list, values in e, 5 entries: atom 1 (C): 0.14, atom 2 (N): -0.26, atom 3 (N): -0.24, atom 4 (Si): 0.37, atom 5 (H): 0.27

***

[3]
A structure of composition CH4N2Si, computed with ωB97M-V with the def2-TZVPD basis set.

XYZ file:
```
8
CH4N2Si (ωB97M-V with the def2-TZVPD basis set)
C -1.24899 0.03377 0.31992
N -0.33334 -1.02087 -0.14736
N -0.43516 0.43273 -0.76519
Si 1.14255 -0.11431 0.02006
H -2.19988 -0.11359 -0.22163
H -1.28775 0.50004 1.33015
H 1.40506 0.12173 1.42548
H 2.95752 0.16050 -1.96142
```

The HOMO-LUMO gap (alpha / beta) is 0.270 / 0.289 Ha. The LUMO energy (alpha / beta) comes out at -1.69 / -1.08 eV. The value obtained for the HOMO energy (alpha / beta) is -9.0 / -9.0 eV. The value obtained for the energy above the lowest of the compared OMol25 structures with the same formula, charge and spin is 6.763 eV.

Mulliken atomic charge list, values in e, 5 entries: atom 1 (C): -0.06, atom 2 (N): -0.34, atom 3 (N): -0.35, atom 4 (Si): 0.32, atom 5 (H): 0.22

***

[4]
The ion CH4N3 with charge +1, computed with ωB97M-V with the def2-TZVPD basis set.

XYZ file:
```
8
CH4N3 (ωB97M-V with the def2-TZVPD basis set)
C 0.06425 -0.34905 -0.57426
N 1.09321 1.44796 -1.81514
N 0.68476 0.61965 -1.17414
N -0.20249 -0.22153 0.82478
H -0.65670 -0.90062 -1.02708
H -0.23667 0.74820 1.26149
H 0.32806 -0.73913 1.46093
H -1.07441 -0.60549 1.04342
```

As for the charge: +1. The HOMO-LUMO gap is 0.351 Ha. The LUMO energy comes out at -4.92 eV. The value obtained for the HOMO energy is -14.5 eV. The value obtained for the energy above the lowest of the compared OMol25 structures with the same formula, charge and spin is 2.727 eV.

Mulliken atomic charge list, values in e, 5 entries: atom 1 (C): -0.15, atom 2 (N): -0.35, atom 3 (N): 0.46, atom 4 (N): -0.34, atom 5 (H): 0.33

***

[5]
A cluster of 2 separate species, CH4N3O2 in total, computed with ωB97M-V with the def2-TZVPD basis set.

XYZ file:
```
10
CH4N3O2 (ωB97M-V with the def2-TZVPD basis set)
C 0.39578 -0.51160 0.10892
N -0.56694 -0.56272 -0.94346
N -3.10866 -1.14685 -0.13445
N -1.56465 0.19449 -1.10442
O -1.68891 1.32178 -0.16962
O -3.13825 -0.79982 1.05572
H 0.24044 -1.45088 0.62615
H 1.39497 -0.37297 -0.31162
H 0.22937 0.30895 0.83304
H -2.27836 0.85164 0.51615
```

As for the charge: -1. The HOMO-LUMO gap (alpha / beta) is 0.196 / 0.224 Ha. The LUMO energy (alpha / beta) comes out at 4.33 / 4.32 eV. The value obtained for the HOMO energy (alpha / beta) is -1.0 / -1.8 eV. The value obtained for the energy above the lowest of the compared OMol25 structures with the same formula, charge and spin is 4.934 eV.

Mulliken atomic charge list, values in e, 5 entries: atom 1 (C): -0.61, atom 2 (N): -0.15, atom 3 (N): -0.19, atom 4 (N): -0.29, atom 5 (O): -0.43

***

[6]
The ion CH4N3O2 with charge -1, computed with ωB97M-V with the def2-TZVPD basis set.

XYZ file:
```
10
CH4N3O2 (ωB97M-V with the def2-TZVPD basis set)
N 0.02536 -1.30959 0.03298
N 0.11435 0.07561 0.30199
C 1.30995 0.64916 0.04049
O 2.32753 0.00228 -0.08671
N -1.15483 0.78514 0.02670
O -2.18798 -0.12531 -0.35735
H 0.60790 -1.49412 -0.77427
H -0.91650 -1.48757 -0.36020
H 1.23540 1.78880 0.11621
H -1.36119 1.11560 1.06016
```

As for the charge: -1. The HOMO-LUMO gap is 0.246 Ha. The SMILES is NN(C=O)N[O-]. The LUMO energy comes out at 4.32 eV. The value obtained for the HOMO energy is -2.4 eV. The value obtained for the energy above the lowest of the compared OMol25 structures with the same formula, charge and spin is 2.804 eV.

Mulliken atomic charge list, values in e, 5 entries: atom 1 (N): -0.70, atom 2 (N): 0.35, atom 3 (C): 0.02, atom 4 (O): -0.64, atom 5 (N): -0.28

***

[7]
A cluster of 2 separate species, CH4N3O2 in total, computed with ωB97M-V with the def2-TZVPD basis set.

XYZ file:
```
10
CH4N3O2 (ωB97M-V with the def2-TZVPD basis set)
C -0.90981 0.49157 0.03029
N 1.81826 -0.60672 0.22586
N -0.45060 1.56149 -0.05640
N -1.77081 -0.47416 -0.24701
O 0.60883 -0.85589 0.36955
O 2.26897 0.43992 -0.20771
H 2.58073 -1.24373 0.52476
H 0.12924 2.35612 0.05656
H -1.56391 -1.34809 -0.78565
H -2.71090 -0.32050 0.08976
```

As for the charge: +1. The HOMO-LUMO gap is 0.407 Ha. The LUMO energy comes out at -5.16 eV. The value obtained for the HOMO energy is -16.2 eV. The value obtained for the energy above the lowest of the compared OMol25 structures with the same formula, charge and spin is 1.387 eV.

Mulliken atomic charge list, values in e, 5 entries: atom 1 (C): 0.52, atom 2 (N): 0.56, atom 3 (N): -0.09, atom 4 (N): -0.35, atom 5 (O): -0.47

***

[8]
A cluster of 2 separate species, CH4N3O3 in total, computed with ωB97M-V with the def2-TZVPD basis set.

XYZ file:
```
11
CH4N3O3 (ωB97M-V with the def2-TZVPD basis set)
C 0.36117 -0.88658 -2.13967
N -0.18514 1.41487 0.63008
N 0.38564 -1.76028 0.03787
N -0.48880 1.13778 1.88302
O -1.51006 1.67918 2.37642
O 0.20881 0.25277 2.45391
O 0.68213 -0.89237 -0.91135
H 0.76826 0.09891 -2.55796
H -0.16661 -1.59943 -2.73708
H -0.89018 1.96494 0.02763
H 0.83478 -1.40980 0.93711
```

As for the charge: -1. The HOMO-LUMO gap (alpha / beta) is 0.278 / 0.276 Ha. The LUMO energy (alpha / beta) comes out at 3.74 / 3.68 eV. The value obtained for the HOMO energy (alpha / beta) is -3.8 / -3.8 eV. The value obtained for the energy above the lowest of the compared OMol25 structures with the same formula, charge and spin is 6.555 eV.

Mulliken atomic charge list, values in e, 5 entries: atom 1 (C): -0.38, atom 2 (N): -0.74, atom 3 (N): -0.59, atom 4 (N): 1.04, atom 5 (O): -0.72